The following is a DFT calculation (wB97M-V/def2-TZVPD) of a molecular structure, C42H44BrClMnN5O5Sb.

Calculated values
Lowest unoccupied orbital energy (spin up / spin down): -6.44 / -7.53 eV
2S+1: 4
F_max: 0.72 eV/A
Frontier orbital gap (spin up / spin down): 6.3 / 5.2 eV
Net charge: +2
HOMO energy (spin up / spin down): -0.469 / -0.469 hartree
Energy relative to the best compared isomer or geometry (same formula, charge and spin): 0.0 kcal per mole

Structure (XYZ):
```
100
Properties=species:S:1:pos:R:3:forces:R:3
Mn 1.111 -0.125 2.403 0.649 0.286 0.111
Br 2.674 -2.237 4.562 -0.066 -0.007 -0.027
C 3.623 -0.761 3.920 0.207 0.089 0.011
C 4.942 -0.529 4.311 -0.161 0.032 -0.091
C 5.600 0.575 3.805 -0.053 0.020 -0.036
C 4.942 1.430 2.921 -0.161 -0.129 0.013
C 3.642 1.132 2.586 0.140 -0.009 0.022
N 2.993 0.055 3.081 -0.120 -0.022 -0.004
C 2.815 1.935 1.623 -0.013 0.001 0.059
O 3.206 2.937 1.078 0.047 -0.003 -0.032
O 1.616 1.422 1.446 -0.055 -0.136 0.016
H 5.422 -1.212 4.993 0.020 -0.041 0.034
H 6.623 0.770 4.094 0.036 0.005 0.010
H 5.414 2.300 2.491 0.027 0.057 -0.027
N 0.343 1.053 3.950 0.169 0.288 -0.119
C -0.676 0.265 4.676 -0.133 -0.026 0.156
C -1.179 -0.798 3.716 0.295 -0.206 -0.276
O -2.299 -1.193 3.610 -0.004 0.418 0.415
O -0.176 -1.249 2.916 -0.634 0.002 0.138
H 1.032 1.438 4.599 -0.152 -0.109 -0.209
H -0.097 1.860 3.493 0.089 -0.087 0.127
H -1.498 0.879 5.045 0.060 -0.079 -0.029
H -0.195 -0.234 5.522 -0.116 -0.001 -0.077
C -0.214 6.701 -3.691 0.004 -0.004 -0.037
C 0.235 5.454 -4.100 0.007 -0.042 0.004
C 0.471 4.462 -3.163 0.026 0.046 -0.062
C 0.237 4.735 -1.819 0.006 -0.063 0.041
C -0.194 5.988 -1.396 0.016 0.096 -0.015
C -0.426 6.969 -2.348 -0.016 0.013 0.090
Sb 0.465 3.213 -0.400 0.011 0.003 -0.025
C -1.118 1.870 -0.744 -0.031 0.017 0.022
C -2.003 2.110 -1.789 -0.006 -0.024 -0.083
C -3.153 1.336 -1.898 0.045 0.020 0.002
C -3.421 0.341 -0.971 0.043 -0.017 0.027
C -2.529 0.089 0.065 0.013 0.044 -0.047
C -1.379 0.849 0.164 0.184 -0.106 0.167
C -0.045 4.036 1.464 -0.004 -0.024 0.009
C -1.320 3.813 1.979 0.012 -0.032 0.030
C -1.659 4.336 3.221 -0.051 -0.044 -0.003
C -0.733 5.075 3.941 0.049 0.009 0.002
C 0.536 5.299 3.423 0.001 0.011 0.038
C 0.885 4.779 2.186 0.048 0.033 -0.003
H -0.394 7.473 -4.425 -0.005 0.054 -0.052
H 0.409 5.257 -5.148 0.009 -0.018 -0.076
H 0.835 3.494 -3.483 0.011 -0.047 -0.022
H -0.355 6.202 -0.348 -0.012 -0.001 0.021
H -0.769 7.945 -2.038 -0.026 0.061 0.023
H -1.821 2.900 -2.506 0.002 0.015 0.012
H -3.849 1.529 -2.700 -0.060 0.018 -0.073
H -4.331 -0.237 -1.050 -0.078 -0.048 -0.007
H -2.730 -0.685 0.791 -0.001 -0.016 0.064
H -0.677 0.649 0.972 -0.196 0.095 -0.088
H -2.057 3.250 1.422 -0.035 -0.020 -0.043
H -2.654 4.180 3.614 -0.051 -0.002 0.015
H -1.004 5.490 4.900 -0.019 0.035 0.082
H 1.252 5.887 3.979 0.030 0.032 0.023
H 1.879 4.953 1.795 0.010 0.013 -0.023
C 0.932 -1.289 -3.642 -0.075 -0.042 0.073
C -0.041 -2.444 -3.905 0.031 -0.008 -0.052
C 0.642 -3.459 -4.824 -0.003 0.045 0.016
C -1.267 -1.867 -4.628 0.036 -0.004 0.012
C -0.495 -3.114 -2.578 -0.042 -0.005 0.079
O -1.178 -2.163 -1.760 0.166 0.195 -0.029
C -1.393 -4.350 -2.832 0.087 -0.116 -0.010
C -2.552 -4.517 -1.843 -0.136 -0.081 -0.043
C -2.147 -4.630 -0.398 0.005 -0.031 0.102
C -2.445 -3.608 0.499 -0.047 -0.189 -0.007
C -2.004 -3.642 1.811 -0.028 -0.273 0.069
C -1.241 -4.722 2.231 -0.047 -0.019 -0.175
Cl -0.624 -4.747 3.855 0.020 0.008 0.057
C -0.972 -5.782 1.376 0.017 0.139 0.169
C -1.437 -5.732 0.072 -0.079 0.129 -0.037
C 0.671 -3.622 -1.687 -0.013 -0.136 0.031
N 1.267 -2.635 -0.795 -0.017 0.139 0.232
C 0.712 -2.151 0.300 -0.142 0.036 0.061
N 1.566 -1.314 0.891 -0.048 -0.100 -0.075
C 2.663 -1.351 0.081 0.155 -0.078 -0.143
N 2.517 -2.149 -0.938 0.208 0.129 -0.121
H 1.047 -0.707 -4.555 0.028 0.055 -0.067
H 1.921 -1.643 -3.359 0.051 -0.034 0.066
H 0.556 -0.625 -2.859 -0.006 0.010 -0.005
H 0.940 -2.969 -5.749 0.029 0.052 -0.061
H -0.008 -4.287 -5.094 -0.079 -0.076 -0.024
H 1.547 -3.867 -4.377 0.084 -0.053 0.027
H -0.963 -1.487 -5.601 0.020 0.018 -0.064
H -1.692 -1.020 -4.087 -0.052 0.106 0.064
H -2.054 -2.599 -4.801 -0.015 -0.019 -0.013
H -1.947 -1.832 -2.237 0.025 0.013 -0.060
H -0.763 -5.244 -2.800 -0.005 -0.051 -0.039
H -1.812 -4.334 -3.838 0.015 0.054 0.048
H -3.105 -5.409 -2.145 -0.015 -0.019 0.030
H -3.249 -3.682 -1.939 -0.014 -0.025 -0.063
H -3.027 -2.760 0.159 -0.020 -0.047 -0.028
H -2.239 -2.843 2.496 -0.030 -0.175 -0.084
H -0.410 -6.633 1.731 0.041 -0.066 0.031
H -1.225 -6.561 -0.591 0.005 -0.053 -0.059
H 1.480 -4.057 -2.270 -0.075 0.092 -0.012
H 0.281 -4.389 -1.020 0.042 -0.007 -0.138
H -0.266 -2.425 0.651 -0.125 0.006 0.049
H 3.569 -0.799 0.262 0.043 0.034 -0.009
```
Positions in Å, forces in eV/Å.

***

The following is a DFT calculation (wB97M-V/def2-TZVPD) of 7 unconnected molecules or ions with the total composition C26H49N5O2 in a non-equilibrium geometry.

Calculated values
Lowest unoccupied orbital energy: 3.13 eV
F_max: 8.21 eV/A
Frontier orbital gap: 3.7 eV
Net charge: -2
HOMO energy: -0.021 hartree
Energy relative to the best compared isomer or geometry (same formula, charge and spin): 15.5 kcal per mole

Structure (XYZ):
```
82
Properties=species:S:1:pos:R:3:forces:R:3
C 18.212 -6.660 -24.185 -1.174 -0.385 0.660
C 16.921 -7.278 -24.882 0.791 3.705 -0.530
C 16.426 -8.511 -24.343 -0.968 -3.755 1.751
O 15.918 -6.358 -24.969 0.579 -0.469 -0.265
H 18.385 -5.636 -24.516 -0.094 -0.176 -0.488
H 19.087 -7.288 -24.350 0.308 -0.078 0.141
H 17.986 -6.549 -23.125 0.203 -0.169 0.411
H 17.435 -7.589 -25.792 -0.115 -0.084 -1.736
H 16.113 -8.497 -23.299 -0.245 0.515 0.254
H 17.044 -9.408 -24.381 1.273 -0.070 0.004
H 15.597 -8.947 -24.900 -0.565 0.792 -0.253
C 19.276 1.182 -23.792 -0.797 0.266 -2.209
C 18.773 1.144 -22.364 -1.839 -1.944 0.090
C 18.415 2.541 -21.838 1.218 -0.018 0.283
O 17.734 0.227 -22.150 1.515 1.449 -0.358
H 18.712 1.940 -24.337 -0.242 -0.029 -0.718
H 19.174 0.203 -24.260 -0.750 -0.100 0.095
H 20.329 1.351 -24.018 0.500 0.714 0.738
H 19.754 0.777 -22.063 0.656 -0.062 2.407
H 19.232 3.216 -22.090 0.238 0.500 -0.143
H 18.368 2.553 -20.750 -0.251 -0.201 0.098
H 17.492 2.968 -22.232 -0.130 -0.404 -0.229
C 25.197 0.455 -28.675 -1.019 0.233 -0.161
C 25.903 -0.796 -28.255 -0.006 -0.167 -0.012
C 26.501 -0.662 -26.844 1.175 -0.798 0.291
C 27.696 0.188 -26.834 -2.103 -0.352 -0.369
N 28.578 0.889 -26.956 1.783 1.121 -0.029
H 24.933 0.452 -29.733 0.650 0.184 -0.234
H 25.750 1.343 -28.366 -0.273 0.167 -0.267
H 24.193 0.411 -28.254 0.075 0.578 0.609
H 26.683 -1.034 -28.979 0.231 -0.133 0.232
H 25.147 -1.579 -28.325 0.334 -0.388 0.398
H 26.972 -1.585 -26.506 -0.537 -0.626 -0.083
H 25.845 -0.371 -26.024 -0.325 0.188 -0.364
C 12.726 6.269 -24.710 -0.537 0.567 -0.663
C 12.146 7.302 -25.695 -0.280 -0.931 -0.542
C 10.582 7.063 -25.952 1.684 1.886 0.032
C 9.782 7.425 -24.784 -3.835 0.469 7.248
N 9.167 7.690 -23.749 3.979 -1.538 -6.919
H 12.307 6.579 -23.752 0.614 -0.565 0.396
H 13.812 6.240 -24.791 -0.003 0.404 0.578
H 12.438 5.247 -24.956 -0.396 0.054 0.054
H 12.669 7.214 -26.647 -0.318 -0.252 -0.314
H 12.421 8.311 -25.387 -0.605 0.087 0.334
H 10.472 6.083 -26.417 -0.509 0.008 0.526
H 10.232 7.840 -26.630 0.216 -0.208 -0.733
C 22.367 -5.746 -17.258 -1.294 1.332 -0.693
C 21.233 -5.444 -18.306 0.777 -0.513 0.107
C 20.804 -3.994 -18.571 -0.035 0.944 0.025
C 20.313 -3.201 -17.426 0.385 -1.127 -0.910
N 19.971 -2.594 -16.522 -0.267 0.523 0.855
H 21.900 -5.386 -16.340 0.533 -0.234 0.470
H 23.268 -5.164 -17.446 0.075 -0.131 -0.007
H 22.583 -6.813 -17.202 -0.053 0.138 -0.027
H 20.398 -6.035 -17.930 -0.328 0.174 -0.389
H 21.511 -5.828 -19.288 -0.063 -0.202 0.021
H 20.083 -3.905 -19.383 -0.602 -0.543 0.261
H 21.549 -3.345 -19.031 0.831 -0.322 0.265
C 24.062 1.002 -17.057 0.327 0.353 -1.425
C 24.812 1.325 -18.420 -0.532 -0.687 1.103
C 23.886 1.743 -19.568 -0.454 -0.148 -0.533
C 24.490 2.615 -20.563 1.605 1.457 -2.883
N 24.942 3.288 -21.415 -1.136 -1.714 2.489
H 24.032 1.891 -16.427 0.305 -0.268 0.275
H 24.526 0.117 -16.621 0.125 0.414 0.472
H 23.017 0.731 -17.209 -0.007 -0.032 -0.349
H 25.296 0.403 -18.741 -0.169 -0.169 -0.127
H 25.686 1.962 -18.282 -0.427 0.563 0.172
H 22.913 2.217 -19.435 0.032 0.262 1.273
H 23.533 0.821 -20.029 0.275 -0.034 -0.507
C 17.888 6.461 -29.355 -0.704 -1.085 -1.040
C 17.906 4.857 -29.481 1.061 2.067 0.308
C 16.755 4.390 -28.621 -0.747 -0.778 -0.349
C 15.457 4.498 -29.367 -2.141 0.369 -1.107
N 14.467 4.555 -30.005 2.968 -0.115 1.918
H 16.911 6.837 -29.659 -0.407 -0.225 0.208
H 18.515 7.050 -30.025 0.696 -0.456 0.252
H 18.015 6.729 -28.306 0.299 0.046 -0.134
H 18.861 4.548 -29.054 -0.113 -0.211 0.300
H 17.929 4.427 -30.482 -0.447 0.416 -0.117
H 16.797 4.967 -27.696 -0.613 0.072 -0.052
H 16.826 3.350 -28.304 0.136 -0.122 -0.134
```
Positions in Å, forces in eV/Å.

***

The following is a DFT calculation (wB97M-V/def2-TZVPD) of a molecular structure, C34H39BrF6N4O3Ta in a non-equilibrium geometry.

Calculated values
Lowest unoccupied orbital energy: -3.75 eV
F_max: 3.21 eV/A
Frontier orbital gap: 7.9 eV
Net charge: +1
HOMO energy: -0.428 hartree
Energy relative to the best compared isomer or geometry (same formula, charge and spin): 35.4 kcal per mole

Structure (XYZ):
```
88
Properties=species:S:1:pos:R:3:forces:R:3
Ta -0.442 0.169 0.406 2.834 0.045 -1.500
C 2.453 -2.502 1.453 0.010 -0.021 0.006
C 1.288 -3.435 1.269 0.046 -0.027 -0.015
C 1.163 -4.578 2.049 0.000 -0.024 -0.011
C 0.127 -5.475 1.841 0.020 0.015 0.013
C -0.803 -5.235 0.845 0.024 -0.025 -0.061
C -0.717 -4.102 0.042 -0.087 -0.012 0.006
C -1.728 -3.858 -1.047 0.029 -0.014 0.003
C 0.335 -3.220 0.274 -0.059 0.223 -0.127
N 0.458 -2.033 -0.552 -0.079 -0.295 0.697
C 0.991 -2.170 -1.695 0.133 0.062 -0.140
C 1.470 -3.453 -2.295 0.035 -0.007 0.091
C 1.146 -0.906 -2.499 0.122 -0.172 0.009
C 1.867 -0.985 -3.808 -0.073 0.067 -0.028
N 0.671 0.144 -1.971 0.251 0.681 0.497
C 0.770 1.370 -2.743 -0.271 -0.198 0.048
C -0.198 1.578 -3.724 -0.150 0.091 0.083
C -1.311 0.591 -3.974 0.043 -0.004 -0.048
C -0.117 2.736 -4.492 -0.051 -0.004 0.012
C 0.895 3.655 -4.286 0.037 -0.003 -0.002
C 1.858 3.411 -3.319 -0.013 0.006 -0.030
C 1.823 2.262 -2.538 0.021 -0.062 -0.002
C 2.932 1.975 -1.567 0.071 0.032 -0.065
H 3.044 -2.796 2.318 -0.007 -0.013 -0.007
H 2.146 -1.467 1.593 -0.020 0.002 0.000
H 3.113 -2.516 0.580 0.002 -0.005 0.004
H 1.894 -4.765 2.826 -0.002 -0.001 -0.005
H 0.045 -6.361 2.458 0.004 0.005 -0.002
H -1.610 -5.939 0.674 -0.011 0.014 0.017
H -2.682 -4.320 -0.793 0.011 -0.010 -0.008
H -1.404 -4.295 -1.995 0.010 0.011 0.001
H -1.902 -2.794 -1.210 -0.031 -0.002 0.024
H 1.427 -4.268 -1.579 0.000 -0.014 -0.008
H 2.493 -3.348 -2.656 -0.010 0.015 -0.012
H 0.849 -3.709 -3.157 0.010 0.020 -0.012
H 2.904 -1.278 -3.630 -0.008 -0.030 0.003
H 1.861 -0.031 -4.324 0.007 -0.016 -0.006
H 1.421 -1.744 -4.451 0.010 -0.020 0.016
H -1.512 -0.035 -3.106 -0.039 0.029 0.011
H -1.073 -0.065 -4.816 0.026 -0.026 0.024
H -2.232 1.114 -4.227 0.013 -0.015 -0.045
H -0.865 2.911 -5.257 -0.003 0.010 0.017
H 0.942 4.554 -4.885 0.005 -0.001 0.008
H 2.664 4.119 -3.168 -0.003 -0.005 -0.009
H 3.586 2.841 -1.471 0.006 -0.017 -0.046
H 3.544 1.135 -1.909 0.004 0.009 0.000
H 2.559 1.718 -0.584 -0.051 -0.043 0.060
C -0.923 4.016 -0.680 0.033 -0.003 -0.061
C -1.902 2.862 -0.473 0.429 -0.141 0.085
C -2.739 3.110 0.780 -0.011 -0.024 0.020
C -2.810 2.699 -1.685 -0.045 -0.105 0.009
N -1.102 1.642 -0.262 -1.647 -0.062 0.024
H -1.472 4.951 -0.801 0.021 0.002 -0.002
H -0.314 3.848 -1.569 -0.004 0.021 -0.017
H -0.260 4.111 0.182 -0.028 0.028 0.005
H -3.288 4.046 0.668 0.024 0.007 0.019
H -2.103 3.179 1.662 -0.010 0.006 0.004
H -3.458 2.307 0.929 -0.007 0.036 -0.010
H -3.528 3.520 -1.711 0.014 0.002 -0.032
H -3.364 1.759 -1.627 -0.035 0.033 0.027
H -2.234 2.712 -2.606 0.011 0.031 -0.017
Br 1.826 3.597 6.829 -0.020 0.021 0.059
C 2.348 3.169 5.077 0.028 -0.011 -0.010
C 3.582 3.600 4.597 0.059 -0.005 -0.099
N 4.018 3.336 3.368 -0.105 -0.046 0.063
C 3.235 2.609 2.579 0.151 -0.014 0.038
C 1.992 2.137 2.980 -0.014 0.084 -0.066
C 1.524 2.431 4.256 -0.089 0.046 -0.012
C 1.171 1.373 2.041 -0.065 -0.097 0.165
O -0.089 1.299 2.157 -0.419 -0.167 0.649
O 1.660 0.747 1.058 -0.297 -0.486 -0.781
H 4.239 4.182 5.232 -0.006 0.003 0.007
H 3.604 2.398 1.581 0.001 -0.004 0.009
H 0.550 2.094 4.583 0.011 -0.018 -0.001
C -3.266 -2.761 1.999 0.149 -0.140 -0.241
C -2.361 -1.562 2.204 -0.210 0.489 -0.126
O -1.582 -1.245 1.073 -0.639 0.519 0.722
C -1.395 -1.793 3.415 -0.097 -0.149 -0.054
F -0.183 -1.246 3.199 -0.039 0.042 0.013
F -1.880 -1.267 4.542 0.022 -0.107 -0.002
F -1.197 -3.097 3.622 0.021 0.046 0.016
C -3.282 -0.340 2.474 0.090 -0.056 -0.019
F -4.235 -0.611 3.362 0.030 0.068 0.065
F -2.586 0.722 2.899 -0.031 0.006 0.033
F -3.880 0.016 1.326 -0.090 -0.102 0.003
H -2.672 -3.624 1.712 -0.007 0.000 0.039
H -3.984 -2.539 1.211 0.000 0.019 0.017
H -3.802 -2.985 2.918 0.001 -0.026 -0.003
```
Positions in Å, forces in eV/Å.